Record 1
17
Properties=species:S:1:pos:R:3 method="wB97M-V/def2-TZVPD" e_above_lowest_ev=1.689 smiles=CCO.CC homo_lumo_gap_ev=11.299 homo_energy_ev=-10.353 total_charge=0
C -1.578 1.093 1.386
C -0.561 1.720 0.414
O -0.819 3.090 0.157
H -1.317 1.437 2.398
H -1.637 0.070 1.754
H -2.678 1.379 1.139
H 0.483 1.577 0.579
H -0.890 1.256 -0.593
H -1.162 3.401 1.028
C 0.946 -1.210 -1.084
C 1.640 -2.659 -0.952
H 0.026 -1.163 -1.578
H 0.849 -0.707 -0.082
H 1.575 -0.459 -1.683
H 2.633 -2.530 -0.947
H 1.271 -3.175 -1.845
H 1.219 -3.120 -0.090


Record 2
17
Properties=species:S:1:pos:R:3 method="wB97M-V/def2-TZVPD" e_above_lowest_ev=2.390 smiles=CCO.CC homo_lumo_gap_ev=11.178 homo_energy_ev=-10.118 total_charge=0
C -1.488 -1.279 -1.127
C 0.040 -1.610 -0.708
O 0.872 -0.454 -0.837
H -2.185 -2.031 -1.054
H -1.602 -0.728 -2.148
H -1.469 -0.483 -0.329
H 0.041 -1.661 0.503
H 0.425 -2.600 -1.214
H 0.240 0.235 -1.263
C 1.037 1.919 1.389
C -0.305 1.199 1.203
H 1.461 2.173 0.402
H 0.792 2.799 1.894
H 1.717 1.227 1.810
H -0.083 0.163 1.030
H -1.014 1.429 2.029
H -0.997 1.731 0.493


Record 3
17
Properties=species:S:1:pos:R:3 method="wB97M-V/def2-TZVPD" e_above_lowest_ev=0.796 smiles=CCO.CC homo_lumo_gap_ev=11.253 homo_energy_ev=-10.282 total_charge=0
C 1.273 2.097 -0.808
C -0.266 1.941 -0.924
O -0.880 3.005 -1.663
H 1.553 2.536 0.155
H 1.675 2.747 -1.584
H 1.752 1.135 -0.903
H -0.447 1.030 -1.498
H -0.686 1.981 0.076
H -0.182 3.496 -2.127
C -1.202 -2.341 0.913
C 0.236 -2.681 1.364
H -1.902 -2.475 1.731
H -1.489 -2.861 0.007
H -1.261 -1.268 0.785
H 0.753 -3.373 0.682
H 0.823 -1.772 1.469
H 0.249 -3.196 2.324


Record 4
17
Properties=species:S:1:pos:R:3 method="wB97M-V/def2-TZVPD" e_above_lowest_ev=0.934 smiles=CCO.CC homo_lumo_gap_ev=11.252 homo_energy_ev=-10.233 total_charge=0
C 0.910 0.654 2.935
C 0.028 -0.264 2.040
O 0.490 -0.131 0.684
H 0.309 1.370 3.512
H 1.626 1.175 2.294
H 1.447 0.072 3.697
H 0.128 -1.349 2.180
H -1.003 0.066 2.025
H 1.440 -0.133 0.597
C -1.307 0.146 -2.164
C -0.003 -0.478 -2.746
H -2.151 -0.282 -2.751
H -1.441 -0.081 -1.116
H -1.313 1.214 -2.363
H -0.332 -0.875 -3.712
H 0.397 -1.361 -2.224
H 0.773 0.257 -2.887


Record 5
17
Properties=species:S:1:pos:R:3 method="wB97M-V/def2-TZVPD" multiplicity=2 e_above_lowest_ev=0.072 homo_lumo_gap_ev="11.572 / 4.144" homo_energy_ev="-14.469 / -14.467" total_charge=+1 s_squared=0.753
C 0.563 0.542 -1.264
C 0.863 0.725 0.182
C -0.243 0.187 1.072
C 2.236 -0.113 0.674
H 1.480 0.438 -1.857
H -0.111 -0.284 -1.482
H 0.002 1.416 -1.648
H 1.142 1.786 0.320
H -1.219 0.626 0.823
H 0.058 0.357 2.104
H -0.346 -0.885 0.926
H 3.074 0.576 0.580
H 2.136 -0.423 1.710
H 2.349 -0.961 0.004
H -4.340 -1.890 -0.281
H -3.722 -1.057 -1.394
O -3.920 -1.040 -0.469


Record 6
18
Properties=species:S:1:pos:R:3 method="wB97M-V/def2-TZVPD" multiplicity=2 e_above_lowest_ev=1.251 homo_lumo_gap_ev="2.554 / 9.312" homo_energy_ev="1.118 / -5.670" total_charge=-1 s_squared=0.750
C 1.301 0.250 0.808
C 1.303 -0.521 -0.308
C 1.971 -1.903 -0.286
C 0.232 1.274 1.049
H 2.158 0.032 1.418
H 0.784 -0.232 -1.254
H 2.346 -2.219 -1.255
H 2.847 -1.860 0.365
H 1.274 -2.583 0.180
H 0.540 2.294 1.222
H -0.317 0.839 1.919
H -0.641 1.250 0.379
H -2.963 -0.956 2.559
H -4.122 -0.220 1.798
O -3.497 -0.953 1.753
H -1.750 2.178 -3.255
H -0.289 1.835 -3.454
O -1.178 1.496 -3.640


Record 7
18
Properties=species:S:1:pos:R:3 method="wB97M-V/def2-TZVPD" e_above_lowest_ev=1.225 smiles=CCO.CCO homo_lumo_gap_ev=10.643 homo_energy_ev=-9.976 total_charge=0
C 2.972 0.981 3.146
C 3.584 -0.359 2.701
O 3.331 -0.626 1.408
H 2.895 1.002 4.246
H 1.989 1.241 2.719
H 3.705 1.742 2.830
H 4.653 -0.527 2.935
H 2.989 -1.045 3.335
H 2.395 -0.913 1.369
C -4.046 0.228 -2.863
C -2.661 -0.136 -2.468
O -1.907 -0.816 -3.400
H -4.550 0.905 -2.153
H -4.680 -0.663 -3.010
H -3.939 0.747 -3.830
H -2.166 0.808 -2.168
H -2.708 -0.789 -1.575
H -1.857 -1.779 -3.222


Record 8
18
Properties=species:S:1:pos:R:3 method="wB97M-V/def2-TZVPD" e_above_lowest_ev=1.387 smiles="C=CCC.O.O" homo_lumo_gap_ev=9.644 homo_energy_ev=-9.311 total_charge=0
C 1.586 1.094 1.079
C 0.568 0.342 0.666
C 0.434 -1.044 1.215
C -0.943 -1.201 1.932
H 1.802 2.016 0.627
H 2.241 0.842 1.863
H -0.145 0.642 -0.095
H 0.737 -1.802 0.509
H 1.140 -1.145 2.039
H -1.653 -1.578 1.204
H -0.849 -1.905 2.769
H -1.267 -0.323 2.505
O -1.551 1.019 -1.607
H -1.373 1.968 -1.622
H -2.463 0.827 -1.949
O 0.522 -0.291 -2.419
H -0.048 0.141 -1.704
H -0.062 -0.611 -3.105


Record 9
18
Properties=species:S:1:pos:R:3 method="wB97M-V/def2-TZVPD" e_above_lowest_ev=0.911 smiles="C=C(C)C.O.O" homo_lumo_gap_ev=9.918 homo_energy_ev=-9.203 total_charge=0
C -0.074 -1.779 0.427
C 0.113 -0.534 -0.023
C 1.378 0.209 0.344
C -0.790 0.354 -0.838
H -1.035 -2.237 0.281
H 0.696 -2.219 1.039
H 2.154 -0.338 0.871
H 1.844 0.502 -0.604
H 1.075 1.085 0.905
H -0.629 1.409 -0.589
H -0.354 0.334 -1.839
H -1.866 0.214 -0.781
O -0.600 2.860 3.051
H -1.325 2.494 3.542
H 0.247 2.552 3.430
O -0.440 -1.970 -2.987
H -0.794 -1.278 -3.544
H 0.402 -1.659 -2.685


Record 10
19
Properties=species:S:1:pos:R:3 method="wB97M-V/def2-TZVPD" e_above_lowest_ev=3.945 smiles="C/C=C/CO.O.O" homo_lumo_gap_ev=9.055 homo_energy_ev=-8.383 total_charge=0
C 0.638 -0.136 -1.174
C 1.185 -0.917 -0.004
C 1.077 -0.456 1.270
C 0.404 -1.408 2.428
O -0.908 -0.893 2.897
H 1.475 0.660 -1.274
H 0.739 -0.693 -2.208
H -0.364 0.262 -0.987
H 1.738 -1.941 -0.087
H 1.296 0.696 1.427
H 0.922 -1.277 3.377
H 0.490 -2.328 1.941
H -1.116 -0.181 2.333
O 1.923 -0.351 -5.587
H 1.829 0.520 -5.888
H 1.670 -1.001 -6.189
O -4.076 3.265 2.766
H -4.400 3.783 1.998
H -4.523 2.396 2.960


Record 11
19
Properties=species:S:1:pos:R:3 method="wB97M-V/def2-TZVPD" e_above_lowest_ev=1.097 smiles=OCCCCO.O homo_lumo_gap_ev=10.765 homo_energy_ev=-10.150 total_charge=0
O -2.739 0.557 -2.368
C -2.083 1.683 -1.970
C -0.665 1.480 -1.366
C -0.806 0.574 -0.092
C 0.659 0.154 0.289
O 0.652 -0.687 1.402
H -2.311 -0.255 -2.025
H -2.685 2.130 -1.155
H -2.037 2.418 -2.797
H -0.053 1.007 -2.158
H -0.299 2.516 -1.232
H -1.279 1.150 0.726
H -1.417 -0.333 -0.262
H 1.244 -0.276 -0.546
H 1.168 1.081 0.615
H 0.302 -0.147 2.141
O 4.475 -4.276 3.765
H 3.761 -3.631 3.559
H 4.114 -5.145 3.475


Record 12
19
Properties=species:S:1:pos:R:3 method="wB97M-V/def2-TZVPD" e_above_lowest_ev=4.945 homo_lumo_gap_ev=4.162 homo_energy_ev=-7.808 total_charge=0
C 2.421 -1.256 0.119
C 0.551 1.863 -0.984
O -2.638 1.401 -0.041
C 1.247 0.676 -0.965
C 1.790 0.074 0.157
H 2.649 -1.497 -0.934
H 1.755 -2.043 0.524
H 3.408 -1.330 0.602
H 0.150 2.280 -1.899
H 0.421 2.399 -0.046
H -3.132 1.048 -0.794
H 1.379 0.115 -1.888
H 1.811 0.580 1.134
H -0.307 -0.642 0.290
H -1.570 -1.287 0.761
O -0.654 -1.521 0.421
H -3.547 -0.615 1.820
H -2.766 0.527 0.640
O -2.966 -0.774 1.081


Record 13
19
Properties=species:S:1:pos:R:3 method="wB97M-V/def2-TZVPD" multiplicity=2 e_above_lowest_ev=1.447 homo_lumo_gap_ev="8.216 / 5.867" homo_energy_ev="-13.992 / -13.992" total_charge=+1 s_squared=0.793
C -3.607 1.202 -0.149
C -2.311 0.992 -0.580
C -1.405 2.042 -0.649
C -0.037 1.896 -0.749
H -3.962 2.186 0.117
H -4.209 0.340 0.098
H -2.103 -0.047 -0.831
H -1.789 3.005 -0.309
H 0.541 2.764 -1.012
H 0.498 0.971 -0.578
H 0.540 -1.598 1.872
H 0.899 -0.126 2.143
O 0.209 -0.697 1.784
H 2.132 -1.202 -2.366
H 1.461 -1.004 -1.037
O 2.284 -0.786 -1.507
H 3.716 -3.334 0.872
H 2.384 -2.539 0.859
O 2.993 -3.019 1.425


Record 14
20
Properties=species:S:1:pos:R:3 method="wB97M-V/def2-TZVPD" multiplicity=2 e_above_lowest_ev=1.885 homo_lumo_gap_ev="6.995 / 4.361" homo_energy_ev="-4.046 / -4.046" total_charge=-1 s_squared=0.756
C 1.087 0.072 0.894
C 2.218 1.082 0.520
C 3.497 0.791 1.282
O 4.519 1.670 0.987
C -0.336 0.255 0.214
O -1.391 -0.515 0.809
H 1.632 -0.835 0.676
H 0.856 -0.083 1.969
H 2.007 2.161 0.695
H 2.436 1.001 -0.575
H 3.859 -0.373 1.011
H 3.176 0.609 2.395
H -0.259 -0.040 -0.848
H -0.621 1.308 0.265
H -1.753 -1.068 0.145
H -3.457 -2.106 -0.663
O -3.208 -1.271 -0.998
H -4.099 -1.264 -2.013
H -4.200 -0.883 -3.560
O -4.717 -1.338 -2.918


Record 15
20
Properties=species:S:1:pos:R:3 method="wB97M-V/def2-TZVPD" e_above_lowest_ev=1.000 homo_lumo_gap_ev=6.171 homo_energy_ev=0.238 total_charge=-2
C 1.249 -1.315 2.553
O 1.595 -1.118 3.821
C 0.521 -0.128 1.939
C 0.114 -0.252 0.305
C -0.528 0.977 -0.295
O -0.848 0.746 -1.702
H 2.049 -1.791 1.784
H 0.492 -2.160 2.543
H 1.241 0.725 2.051
H -0.320 0.104 2.563
H 1.070 -0.616 -0.198
H -0.579 -1.088 0.326
H 0.198 1.819 -0.366
H -1.393 1.163 0.372
H -1.580 -0.358 -2.153
H -1.679 -1.891 -2.017
O -2.260 -1.199 -2.334
H 0.849 2.229 -3.516
H -0.205 1.676 -2.459
O 0.015 2.477 -3.217


Record 16
20
Properties=species:S:1:pos:R:3 method="wB97M-V/def2-TZVPD" e_above_lowest_ev=2.956 smiles="C[C@@H](O)CC=O.O.O" homo_lumo_gap_ev=10.258 homo_energy_ev=-9.644 total_charge=0
C -2.975 0.503 -0.092
C -1.607 0.542 0.695
O -1.881 0.000 1.960
C -0.572 -0.442 -0.188
C 0.399 0.387 -0.954
O 0.466 0.195 -2.129
H -3.881 0.693 0.545
H -3.123 -0.435 -0.586
H -2.870 1.281 -0.816
H -1.209 1.553 0.861
H -2.333 -0.799 1.967
H -0.053 -1.239 0.392
H -1.261 -0.808 -0.773
H 0.992 1.063 -0.496
O 2.211 0.527 3.412
H 2.244 1.244 2.781
H 2.606 0.721 4.174
O 4.570 -1.905 -3.352
H 3.877 -1.221 -3.058
H 4.397 -1.861 -4.345


Record 17
20
Properties=species:S:1:pos:R:3 method="wB97M-V/def2-TZVPD" e_above_lowest_ev=5.120 homo_lumo_gap_ev=9.669 homo_energy_ev=-9.440 total_charge=0
C 14.984 -13.718 -10.544
C 13.728 -14.319 -9.856
O 13.980 -15.720 -9.638
O 15.331 -14.458 -11.678
H 15.711 -13.920 -9.757
H 14.946 -12.631 -10.615
H 12.724 -14.190 -10.261
H 13.663 -14.005 -8.815
H 13.214 -16.271 -9.812
H 15.212 -15.331 -11.297
C 12.299 -18.223 -9.049
C 11.880 -16.780 -8.817
O 12.043 -16.015 -9.964
O 11.224 -19.019 -9.407
H 12.865 -18.782 -8.304
H 13.161 -18.410 -9.689
H 12.455 -16.390 -7.977
H 10.823 -16.797 -8.551
H 11.327 -16.337 -10.516
H 11.172 -19.009 -10.366


Record 18
20
Properties=species:S:1:pos:R:3 method="wB97M-V/def2-TZVPD" multiplicity=2 e_above_lowest_ev=3.573 homo_lumo_gap_ev="6.530 / 3.064" homo_energy_ev="-13.211 / -13.211" total_charge=+1 s_squared=0.758
C 0.253 -0.125 -0.791
O 1.351 0.851 -0.542
C -0.404 0.475 -2.020
C -1.944 0.592 -1.989
C -2.525 0.247 -3.270
O -3.669 0.469 -3.630
H -0.108 0.090 0.176
H 0.680 -1.060 -0.625
H 1.951 0.960 -1.247
H -0.131 -0.268 -2.863
H 0.336 1.480 -2.193
H -2.211 0.100 -1.115
H -2.298 1.553 -1.494
H -1.786 -0.108 -4.013
H 2.636 -3.984 1.798
H 3.893 -4.501 2.393
O 2.920 -4.735 2.240
H 0.040 3.359 6.471
H 0.727 2.067 6.049
O 0.290 2.540 6.666


Record 19
18
Properties=species:S:1:pos:R:3 method="wB97M-V/def2-TZVPD" e_above_lowest_ev=2.266 smiles=CCCSC.O homo_lumo_gap_ev=9.165 homo_energy_ev=-8.472 total_charge=0
C -1.699 1.988 -0.725
C -0.153 1.526 -0.741
C 0.409 1.852 0.665
S 0.089 0.448 1.876
C 1.448 -0.548 1.640
H -2.132 1.990 -1.736
H -2.557 1.467 -0.156
H -1.956 2.989 -0.259
H 0.197 2.147 -1.451
H -0.003 0.468 -0.941
H -0.080 2.805 0.956
H 1.607 2.143 0.799
H 2.132 -0.638 2.477
H 1.220 -1.529 1.261
H 2.017 -0.060 1.026
O -0.442 -5.896 -1.431
H -0.553 -5.047 -1.724
H 0.455 -6.105 -1.535


Record 20
19
Properties=species:S:1:pos:R:3 method="wB97M-V/def2-TZVPD" e_above_lowest_ev=1.308 smiles=CCSSCC.O homo_lumo_gap_ev=8.824 homo_energy_ev=-8.276 total_charge=0
C 2.810 0.432 0.457
C 1.393 -0.169 0.388
S 0.822 0.388 -1.262
S -1.119 -0.080 -1.467
C -2.126 0.970 -0.283
C -2.012 0.530 1.158
H 3.376 -0.538 0.395
H 3.185 0.772 1.445
H 3.245 0.876 -0.416
H 0.679 0.289 1.066
H 1.510 -1.247 0.559
H -1.877 2.065 -0.414
H -3.075 1.041 -0.816
H -1.730 1.465 1.674
H -1.315 -0.228 1.491
H -2.973 0.168 1.522
O 0.353 -2.053 2.659
H 0.437 -1.848 3.599
H -0.534 -2.426 2.580